Molecular formula: C47H97F3O20
Method: DFT, ωB97M-V/def2-TZVPD

```
167
Properties=species:S:1:pos:R:3:forces:R:3
C 3.619336 0.332449 -2.218166 -0.7 0.6 0.4
C 2.653827 1.163222 -1.773282 0.2 -0.2 -0.4
C 1.585246 1.636220 -2.721502 1.0 1.5 0.1
C 1.013914 3.056325 -2.402144 0.3 -1.3 0.0
C -0.456551 2.946178 -1.886754 1.3 0.1 -0.1
C -1.207461 3.354603 -3.155439 -1.0 0.5 0.3
C -2.660115 2.924679 -3.422691 0.4 0.1 0.0
C -3.270193 1.994733 -2.377612 -1.1 -0.6 -0.7
C -2.584724 0.668910 -2.289168 -0.1 -0.2 0.0
F -2.287302 0.221943 -1.038539 0.8 0.5 -0.1
C -2.156110 -0.079814 -3.305382 0.1 0.1 0.5
F -2.765902 -0.195566 -4.464766 0.4 0.7 -0.4
F -1.054594 -0.809824 -3.262377 -0.4 -0.7 0.2
C -0.173439 3.226137 -4.254686 -0.2 0.2 1.0
O -0.252337 2.771478 -5.347386 0.1 0.3 -0.4
O 0.959869 3.753180 -3.669621 0.4 -0.3 -0.3
H 3.947677 -0.502265 -1.609625 1.1 0.7 0.3
H 4.010281 0.519564 -3.213122 -0.6 -1.1 -0.4
H 2.645536 1.533829 -0.748635 -0.7 -1.0 0.4
H 2.055986 1.697803 -3.707179 -0.3 -0.2 -0.1
H 0.786563 0.894945 -2.744480 0.0 -0.1 -0.1
H 1.737401 3.481468 -1.711066 -0.3 0.8 -0.2
H -0.666330 3.610055 -1.051473 0.0 0.0 0.0
H -0.497352 1.913495 -1.552391 -0.8 0.0 0.0
H -1.244788 4.444216 -3.049276 0.0 0.0 -0.1
H -2.721870 2.502570 -4.427799 0.0 -0.2 0.1
H -3.268243 3.830437 -3.439255 -0.1 -0.1 -0.1
H -4.312593 1.821213 -2.673948 0.0 0.1 0.1
H -3.332630 2.468352 -1.398776 0.3 -0.2 0.1
C 2.850152 -3.231133 -3.124450 0.1 0.1 0.0
O 4.180476 -3.696249 -3.069475 -0.1 -0.2 -0.1
C 4.489298 -4.305334 -1.829990 0.1 0.2 -0.1
C 5.646196 -5.267717 -1.971370 0.1 -0.1 0.1
O 5.299285 -6.513530 -2.556407 0.0 0.0 -0.1
C 5.029442 -6.531073 -3.950573 -0.1 -0.1 0.0
C 6.256559 -6.388674 -4.821474 0.0 0.2 -0.1
O 6.690521 -5.041669 -4.872687 0.1 0.0 0.2
C 8.062543 -4.925066 -5.169454 -0.1 0.0 -0.1
H 2.683726 -2.435030 -2.390032 -0.1 0.0 0.0
H 2.675614 -2.832442 -4.121689 0.1 0.0 0.0
H 2.139956 -4.046450 -2.943297 0.0 0.0 0.0
H 3.616632 -4.845146 -1.441650 0.0 0.0 0.0
H 4.767767 -3.519463 -1.112549 -0.1 -0.1 0.1
H 5.985763 -5.518033 -0.963067 0.0 0.0 0.0
H 6.484015 -4.801994 -2.493632 -0.1 0.1 -0.1
H 4.270016 -5.794389 -4.218115 0.1 0.1 0.0
H 4.607908 -7.521243 -4.140768 0.0 0.0 0.0
H 6.009242 -6.716558 -5.840740 0.0 -0.1 0.0
H 7.052733 -7.031954 -4.426714 0.0 0.0 0.0
H 8.672914 -5.450001 -4.424900 0.0 0.0 0.0
H 8.316035 -3.867165 -5.143382 0.0 0.0 0.0
H 8.290164 -5.320906 -6.166088 0.1 0.0 0.0
C -1.778295 10.532523 -0.244388 -0.1 0.0 0.0
O -1.852451 10.244881 -1.620953 0.2 -0.1 0.0
C -1.495835 11.354273 -2.427631 -0.2 -0.1 0.0
C -1.030198 10.905549 -3.793838 0.0 0.1 -0.1
O 0.293115 10.395390 -3.820315 0.0 0.0 0.0
C 0.512220 9.106390 -3.270154 0.1 0.0 0.0
C 0.000974 7.970637 -4.126237 -0.1 -0.1 0.1
O -1.406866 7.837831 -4.006884 -0.1 0.2 -0.1
C -1.985222 7.221603 -5.134463 0.0 -0.1 0.2
H -2.503537 11.303369 0.041927 0.0 0.0 0.0
H -2.007819 9.616767 0.297146 0.0 0.0 0.0
H -0.771526 10.863411 0.036508 0.0 0.0 0.0
H -0.698040 11.933822 -1.947732 0.0 0.0 0.0
H -2.378977 11.997460 -2.546964 0.1 0.1 0.0
H -1.000962 11.790563 -4.433160 0.0 0.0 0.0
H -1.738154 10.201970 -4.236257 0.0 -0.1 0.1
H 0.121181 9.035757 -2.253044 -0.1 -0.1 0.0
H 1.598379 9.006909 -3.214185 0.0 0.0 0.0
H 0.471029 7.033705 -3.795023 0.1 0.0 -0.1
H 0.279293 8.154199 -5.170501 0.0 0.0 0.0
H -1.770482 7.788161 -6.047299 0.1 -0.1 0.0
H -3.063796 7.197302 -4.988202 0.0 0.0 0.1
H -1.618214 6.192880 -5.241921 0.0 0.0 -0.2
C -4.762314 1.435921 3.263347 0.0 0.0 -0.1
O -4.731292 0.097215 2.832934 0.1 0.0 0.2
C -3.744765 -0.138735 1.841253 -0.3 0.0 0.0
C -3.342511 -1.594642 1.821573 0.1 -0.1 -0.1
O -2.459526 -1.969237 2.867357 0.0 0.0 0.0
C -2.997507 -2.080633 4.175020 0.1 0.0 0.1
C -3.861547 -3.302214 4.390297 -0.2 0.1 0.1
O -5.148518 -3.120962 3.825214 0.1 0.0 -0.2
C -5.772909 -4.340420 3.497430 0.0 0.1 0.1
H -5.057661 2.106160 2.445580 0.0 0.1 0.0
H -5.494581 1.507023 4.060807 0.0 0.0 0.0
H -3.788655 1.751822 3.657118 0.0 0.0 -0.1
H -2.858030 0.479280 2.026543 0.0 0.0 0.0
H -4.165503 0.128456 0.862675 0.1 0.0 -0.1
H -2.777236 -1.762410 0.902633 0.0 0.0 0.0
H -4.221880 -2.241183 1.791718 -0.1 0.1 0.1
H -3.528314 -1.172279 4.467147 -0.1 -0.1 0.0
H -2.126958 -2.178560 4.827405 0.0 0.0 0.0
H -3.974600 -3.472843 5.470065 0.1 -0.1 0.0
H -3.367302 -4.173644 3.944486 0.0 0.0 0.0
H -5.167696 -4.914362 2.785918 0.0 0.0 0.0
H -6.728171 -4.106482 3.031440 0.0 0.0 0.0
H -5.952916 -4.949340 4.391130 0.0 -0.1 0.0
C 7.102394 0.347987 5.097030 0.1 0.0 0.0
O 7.099737 0.684037 3.729283 -0.2 0.2 0.1
C 6.250693 -0.153704 2.964953 0.3 0.0 0.0
C 5.817593 0.532765 1.690274 -0.1 0.0 -0.1
O 4.790865 1.497676 1.869306 0.0 0.0 0.0
C 5.146622 2.731423 2.472657 -0.1 0.0 0.0
C 5.930822 3.656194 1.569649 0.2 0.1 0.1
O 7.284446 3.251003 1.479289 -0.1 -0.2 -0.1
C 7.900762 3.682370 0.287925 0.0 0.0 0.1
H 7.514616 -0.654729 5.260688 0.0 0.0 0.0
H 7.727951 1.073240 5.613673 0.0 0.0 0.0
H 6.090783 0.394351 5.517159 0.0 -0.1 0.0
H 5.362393 -0.429243 3.546114 0.0 0.0 0.0
H 6.804392 -1.067259 2.705932 -0.1 -0.1 0.0
H 5.374299 -0.228089 1.043596 0.0 0.0 0.0
H 6.671653 0.956228 1.158649 0.1 0.0 0.1
H 5.664876 2.577534 3.420974 0.1 0.0 -0.1
H 4.194893 3.220930 2.692137 0.0 0.0 0.0
H 5.896010 4.673612 1.984173 -0.1 0.0 -0.1
H 5.467156 3.663283 0.575426 0.0 0.0 0.0
H 7.371476 3.296682 -0.591396 0.0 0.1 0.0
H 8.915938 3.290657 0.282207 0.0 0.0 0.0
H 7.941347 4.776573 0.233587 0.0 0.0 -0.1
C -8.122285 0.785485 4.017942 -0.2 0.0 0.1
O -8.850727 1.950946 4.339255 -0.1 0.0 -0.2
C -8.065321 3.125374 4.272891 -0.1 -0.1 0.2
C -8.930937 4.344790 4.052388 0.0 0.1 0.0
O -9.379115 4.504490 2.715678 0.0 0.0 0.0
C -10.402037 3.634345 2.257174 0.0 0.0 -0.1
C -11.774341 3.945096 2.809727 -0.1 -0.2 0.1
O -11.905039 3.477407 4.140413 0.2 0.2 0.1
C -12.877079 4.187395 4.871604 0.0 -0.1 0.0
H -7.332328 0.595842 4.752344 0.0 -0.1 0.0
H -8.819871 -0.049437 4.033331 0.0 0.0 0.0
H -7.681160 0.854495 3.017550 0.1 0.0 0.0
H -7.335876 3.052257 3.457384 0.0 0.0 0.0
H -7.524977 3.240640 5.224251 0.1 0.1 -0.1
H -8.310945 5.223151 4.245807 0.0 0.0 0.0
H -9.763492 4.366385 4.758228 0.0 -0.2 0.0
H -10.140587 2.587946 2.425900 -0.1 0.0 0.1
H -10.442644 3.795097 1.177552 0.0 0.0 0.0
H -12.530000 3.446015 2.187066 0.0 0.1 -0.1
H -11.940701 5.028283 2.767276 0.0 0.0 0.0
H -12.638364 5.256888 4.909949 -0.1 0.0 0.0
H -12.877290 3.794726 5.886494 0.0 0.0 0.0
H -13.876072 4.056326 4.439390 0.0 0.1 0.0
C 6.268742 -9.456384 -1.115406 0.1 0.0 0.1
O 5.389051 -9.489997 -0.014940 -0.1 -0.1 -0.1
C 4.419901 -8.455604 -0.065837 0.2 -0.1 0.1
C 3.193169 -8.830206 0.733437 0.0 0.1 0.1
O 2.327662 -9.744111 0.076503 0.0 0.0 0.0
C 2.744222 -11.096674 -0.010624 0.0 0.0 -0.1
C 2.646597 -11.861995 1.289633 0.2 -0.1 0.0
O 3.720623 -11.538224 2.154835 -0.1 0.2 0.0
C 3.407724 -11.753047 3.510546 0.1 0.0 -0.1
H 6.865863 -8.537915 -1.122203 0.0 0.0 -0.1
H 6.934968 -10.313499 -1.029048 0.0 0.0 0.0
H 5.720112 -9.528888 -2.061605 0.0 0.1 0.0
H 4.132554 -8.251811 -1.101475 0.0 0.1 0.0
H 4.864274 -7.544998 0.361446 -0.1 0.1 -0.1
H 2.597690 -7.922855 0.859147 0.0 0.0 0.0
H 3.465404 -9.185962 1.729381 0.1 -0.1 -0.1
H 3.745475 -11.178932 -0.438133 0.1 0.0 0.1
H 2.046059 -11.559527 -0.711891 0.0 0.0 0.0
H 2.684897 -12.938828 1.072633 -0.1 0.0 0.0
H 1.687359 -11.631851 1.768967 0.0 0.0 0.0
H 2.537299 -11.158817 3.813361 0.0 -0.1 0.0
H 4.266040 -11.437509 4.100554 0.0 0.0 0.0
H 3.208301 -12.812431 3.711361 0.0 0.0 0.0
```
Forces are in eV/Å.

Summary:
Kohn-Sham gap = 9.195 eV
maximum force = 1.78 eV/Å
molar mass = 1039.27 Da

These are the Mulliken partial charges, in e, on atoms 1 to 99: C -1.044; C -0.370; C -0.550; C 0.067; C -1.178; C 1.188; C -1.145; C -0.685; C 0.301; F -0.275; C 0.307; F -0.268; F -0.187; C 0.159; O -0.581; O -0.560; H 0.240; H 0.323; H 0.553; H 0.469; H 0.087; H 0.680; H 0.342; H 0.271; H 0.219; H 0.413; H 0.375; H 0.467; H 0.390; C -0.744; O -0.250; C -0.535; C -0.594; O -0.288; C -0.530; C -0.607; O -0.250; C -0.787; H 0.247; H 0.266; H 0.360; H 0.380; H 0.311; H 0.458; H 0.238; H 0.196; H 0.424; H 0.422; H 0.351; H 0.335; H 0.236; H 0.319; C -0.784; O -0.235; C -0.583; C -0.339; O -0.460; C -0.562; C -0.277; O -0.258; C -0.733; H 0.319; H 0.233; H 0.331; H 0.355; H 0.407; H 0.401; H 0.140; H 0.209; H 0.399; H 0.238; H 0.376; H 0.366; H 0.240; H 0.225; C -0.824; O -0.243; C -0.468; C -0.429; O -0.493; C -0.291; C -0.572; O -0.202; C -0.793; H 0.333; H 0.160; H 0.442; H 0.360; H 0.308; H 0.349; H 0.184; H 0.051; H 0.400; H 0.410; H 0.360; H 0.330; H 0.232; H 0.320; C -0.791